66
Properties=species:S:1:pos:R:3:forces:R:3 method="wB97M-V/def2-TZVPD" total_charge=+1 homo_lumo_gap_ev=6.360 homo_ev=-10.08 fmax_ev_per_a=4.2 energy_ev=-37674.1585
N 2.3196 -4.2843 -0.2500 1.1 -1.1 0.2
H 1.3474 -4.1833 0.0046 -2.3 -0.1 -1.4
H 2.6787 -4.3159 -1.1935 -1.0 0.0 -0.6
H 2.6918 -5.1010 0.2132 0.4 0.2 0.6
H 2.5891 -3.3645 0.0684 1.5 2.1 1.0
N -2.1195 -2.9106 -2.3175 0.8 -1.1 -0.9
H -2.8431 -2.2312 -2.1306 -0.4 0.2 0.2
H -1.2227 -2.4499 -2.3758 1.2 1.1 0.1
H -2.1302 -3.4255 -3.1864 -0.9 0.3 -0.8
H -1.9578 -3.6438 -1.6419 0.0 0.1 1.5
Sr 0.3302 -0.7400 -0.3323 0.6 -0.1 -0.2
Sr -0.9119 1.2602 -3.1342 1.0 -1.5 2.4
C -2.1868 -2.7982 1.2958 -0.3 1.2 -0.7
C -0.8103 -3.3583 1.0494 0.0 0.2 1.2
O -0.3568 -3.3434 -0.2305 0.1 -0.2 -1.9
H -2.5769 -2.9210 2.3062 0.1 -0.4 -0.1
H -2.8656 -3.1859 0.5363 -0.3 -0.2 0.2
H -2.1399 -1.7208 1.1374 -0.3 0.3 -0.1
H -0.8666 -4.3385 1.5228 0.7 -0.6 0.1
H -0.1058 -2.7158 1.5777 0.2 -0.1 1.4
C 0.9023 -3.0968 -4.6147 -0.9 0.5 -0.6
C 1.2393 -1.6462 -4.0772 -1.4 -2.2 0.8
O 0.3071 -1.2219 -3.0479 -0.2 0.7 -0.8
H 0.0536 -3.1445 -5.2971 -0.9 0.5 0.4
H 0.6964 -3.8075 -3.8143 0.2 0.0 0.2
H 1.5774 -3.5451 -5.3437 1.1 0.2 0.6
H 1.2216 -1.0095 -4.9618 0.4 0.4 0.1
H 2.2266 -1.8378 -3.6571 0.3 1.0 0.0
C 1.7590 3.0923 0.6027 0.0 0.4 3.2
C 1.4704 2.8050 -0.8029 0.2 -1.2 -0.5
O 0.6314 1.7028 -0.9917 -1.4 -0.9 -1.2
H 2.5217 3.8575 0.7473 -0.1 0.4 -0.2
H 2.1556 2.2802 1.2120 0.6 -0.9 -0.8
H 0.9414 3.2848 1.2974 -0.7 0.8 -0.6
H 2.4789 2.5636 -1.1389 0.2 0.2 -1.1
H 1.0548 3.6647 -1.3287 0.3 0.5 -0.1
C 4.4986 0.1822 0.7067 1.1 0.1 0.0
C 3.4344 -0.8646 1.0732 -0.5 1.8 1.0
O 2.6869 -1.4954 0.1181 -0.7 -1.0 -1.2
H 5.4151 -0.3385 0.4290 0.1 0.4 -0.6
H 4.7977 0.8817 1.4873 0.1 -1.0 1.6
H 4.2904 1.0905 0.1413 -0.8 -0.9 -1.7
H 2.7833 -0.2391 1.6839 -0.7 0.1 0.7
H 3.8762 -1.5546 1.7921 0.4 -0.3 0.1
C -3.2453 2.2266 -1.2491 0.5 0.1 0.1
C -3.1987 0.8256 -0.6642 -1.7 0.5 0.8
O -2.3113 0.0054 -1.2161 3.0 -1.3 -2.6
H -3.3307 2.0996 -2.3283 -0.7 0.0 -0.5
H -2.3304 2.8096 -1.1430 0.2 0.2 0.6
H -4.1147 2.7706 -0.8798 0.2 0.3 -0.2
H -4.2198 0.4902 -0.8453 -0.6 -0.4 0.0
H -3.1040 0.7781 0.4206 0.0 0.7 0.5
C -1.3185 5.1669 2.9664 -1.7 -0.6 -0.9
C -0.9227 4.6042 4.1748 1.4 0.4 -1.2
C -0.6446 3.2519 4.2299 -1.0 -1.6 -1.9
C -1.0976 2.4307 3.1072 0.6 1.2 1.0
C -1.6461 3.0165 1.9480 0.8 -1.2 0.5
C -1.7595 4.3814 1.8686 0.4 1.2 1.8
N -0.9245 0.9390 3.1537 0.7 -0.5 2.3
O -0.8271 0.3912 4.2605 -0.3 1.5 -1.3
O -0.8345 0.2833 2.1340 -0.2 0.4 -1.1
H -1.4345 6.2331 2.8398 0.2 0.2 0.3
H -0.5269 5.2816 4.9170 -0.2 -0.2 0.4
H -0.0108 2.8735 5.0183 -0.5 -0.4 0.2
H -1.8285 2.3944 1.0841 -0.3 -0.2 0.1
H -2.2521 4.9144 1.0688 0.3 -0.3 -0.4



8
Properties=species:S:1:pos:R:3:forces:R:3 method="wB97M-V/def2-TZVPD" homo_lumo_gap_ev="9.794 / 5.708" homo_ev="-12.45 / -9.72" de_lowest_kcal_mol=102.1 fmax_ev_per_a=3.3 energy_ev=-18728.0765
C -1.0152 0.0016 0.1287 0.6 1.4 -0.9
O 1.2462 1.2816 1.1463 0.6 0.8 1.5
O 1.2963 0.8932 -1.2721 0.2 0.2 -1.6
F 1.4887 -2.5876 -0.2082 -0.1 0.8 0.1
S 0.9964 0.4482 0.0332 -2.5 -2.0 0.9
H -1.0205 -0.8100 -0.5634 -0.2 -0.6 -0.3
H -1.5757 -0.1549 1.0484 1.1 -0.3 0.4
H -1.4162 0.9279 -0.3129 0.4 -0.3 -0.1



10
Properties=species:S:1:pos:R:3:forces:R:3 method="wB97M-V/def2-TZVPD" homo_lumo_gap_ev=10.631 homo_ev=-10.19 de_lowest_kcal_mol=11.4 fmax_ev_per_a=3.2 smiles=Br[C@@H]1OC[C@@H]1Br energy_ev=-145306.7874
Br 0.7961 2.3956 -1.0525 0.3 -0.9 0.4
Br -2.1533 1.1453 0.1978 1.0 -0.8 0.4
O 0.8664 -0.4756 -0.8832 2.6 0.4 -1.7
C -0.2168 -1.1354 -0.3060 -1.5 0.8 0.7
C 0.8436 0.6774 -0.0820 -1.0 -0.3 0.8
C -0.4612 0.1473 0.5457 -1.1 -0.3 1.0
H -1.0242 -1.3539 -1.0211 0.4 -0.1 0.1
H 0.0821 -2.0395 0.2564 -0.2 0.4 -0.2
H 1.6166 0.7116 0.7203 0.0 0.3 -1.1
H -0.3493 -0.0727 1.6245 -0.5 0.6 -0.5



19
Properties=species:S:1:pos:R:3:forces:R:3 method="wB97M-V/def2-TZVPD" homo_lumo_gap_ev=9.108 homo_ev=-8.32 de_lowest_kcal_mol=49.8 fmax_ev_per_a=5.3 smiles="C=C[C@H](C)c1cnc[nH]1" energy_ev=-10399.4527
C -3.1782 0.3623 0.7173 -0.6 0.5 1.8
C -2.0126 0.3156 -1.0160 1.9 -0.2 -1.7
C -1.1380 0.0156 0.0217 0.1 0.6 -2.5
C 1.0856 0.9846 0.0376 -0.8 -1.0 -1.1
C 0.3255 -0.2939 -0.0262 -0.7 -1.4 -1.0
C 1.5466 1.3897 1.1621 -0.3 -2.9 3.2
C 0.5666 -1.1555 -1.3974 0.0 0.0 2.4
N -3.2544 0.5232 -0.5609 -1.2 0.2 -0.5
N -1.9031 0.1184 1.1001 1.3 -0.9 5.1
H -3.9564 0.4482 1.4756 0.1 0.0 -0.5
H 1.1187 1.5621 -0.8376 0.0 0.7 -1.3
H 0.5210 -0.9610 0.8748 0.2 0.9 -1.0
H 1.3692 0.5872 1.9463 0.6 1.4 -0.3
H -1.7421 0.4138 -2.1008 -0.5 -0.2 1.3
H 2.0276 2.2479 1.4461 1.1 2.0 0.3
H 1.0234 -2.0672 -0.8968 -0.1 0.8 -1.7
H 1.2217 -0.6098 -2.1486 -0.9 -1.0 1.0
H -0.4696 -1.4211 -1.7289 1.4 0.2 -0.3
H -1.4900 0.0095 2.1312 -1.6 0.3 -3.2



54
Properties=species:S:1:pos:R:3:forces:R:3 method="wB97M-V/def2-TZVPD" homo_lumo_gap_ev=7.693 homo_ev=-7.78 de_lowest_kcal_mol=79.7 fmax_ev_per_a=0.8 energy_ev=-84340.2411
Ir 1.6954 0.8610 -0.7225 0.6 -0.2 -0.4
C 1.2932 -1.5670 2.8170 0.0 0.0 0.0
C 1.9398 -0.9938 1.5867 -0.1 0.0 0.2
N 1.2363 -0.1593 0.8986 -0.2 0.2 0.0
N -0.1153 0.0844 1.2627 -0.1 -0.1 0.0
C -0.1606 2.5069 0.3295 0.2 -0.1 0.0
S 1.5996 2.7045 0.6408 -0.1 0.0 -0.1
S -1.1419 3.9797 0.3921 0.0 0.0 -0.1
C -2.6302 3.4333 -0.4942 0.0 0.0 0.0
C -3.1268 2.0104 -0.2208 0.0 0.0 0.0
C -4.5235 2.0345 0.3580 0.0 0.0 0.0
C -5.3016 0.9917 0.6612 0.0 0.1 0.0
C -5.0012 -0.4316 0.5069 0.0 -0.1 0.0
C -3.8619 -0.9423 0.0375 0.0 0.0 0.0
C -2.6916 -0.1261 -0.4063 0.0 0.0 0.0
C 3.2963 -1.3466 1.1701 0.1 0.1 -0.3
C 3.8968 -2.4792 1.7680 0.0 0.0 0.0
C 5.1558 -2.9163 1.4506 0.0 0.0 0.1
C 5.8982 -2.2041 0.5031 0.0 0.0 -0.1
C 5.3596 -1.1090 -0.1121 0.0 0.0 0.0
C 4.0485 -0.6414 0.1647 0.1 0.0 0.4
O 3.6859 0.4237 -0.4899 -0.6 -0.3 -0.3
H 0.3170 -1.9873 2.5687 0.0 0.0 0.0
H 1.1335 -0.7654 3.5444 0.0 0.0 0.0
H 1.8926 -2.3222 3.3051 0.0 0.0 0.0
H -2.4400 3.5699 -1.5554 0.0 0.0 0.0
H -3.3858 4.1641 -0.2096 0.0 0.0 0.0
H -4.9319 3.0211 0.5467 0.0 0.0 0.0
H -6.2799 1.2191 1.0685 0.0 0.0 0.0
H -5.7876 -1.1164 0.8006 0.0 0.0 0.0
H -3.7676 -2.0193 -0.0376 0.0 0.0 0.0
H -1.8673 -0.7676 -0.7164 0.0 0.0 0.0
H 3.3490 -3.0501 2.5028 0.0 0.0 0.0
H 5.5651 -3.7939 1.9313 0.0 0.0 0.0
H 6.8983 -2.5285 0.2430 0.0 0.0 0.0
H 5.9118 -0.5528 -0.8578 0.0 0.0 0.0
O 0.1273 2.2419 -4.2089 0.1 0.0 0.0
C 0.4374 1.9140 -3.0843 -0.2 -0.2 0.0
O 1.6451 1.7938 -2.6147 -0.1 0.1 0.4
C -0.7020 1.5586 -2.1016 0.1 0.1 -0.1
C -1.9626 1.3021 -2.4208 0.0 0.1 0.0
C -3.0475 0.9985 -1.4335 0.0 0.0 0.0
C -2.2701 0.9886 0.5915 0.0 0.0 0.0
C -0.7804 1.1554 0.5330 0.0 0.0 0.0
N -0.2018 1.4654 -0.7707 0.0 0.1 0.3
H -2.2090 1.3767 -3.4734 0.0 0.0 0.0
H -3.9963 0.8547 -1.9464 0.0 0.0 0.0
H -2.5804 0.8616 1.6300 0.0 0.0 0.0
H -0.1950 0.2641 2.2583 0.0 0.1 0.0
Cl 1.1153 -1.3210 -2.2224 0.1 0.2 0.0
C 1.6446 -2.8810 -1.5329 0.1 0.0 0.0
Cl 3.1893 -3.3993 -2.1855 0.0 0.0 0.0
H 0.8839 -3.6079 -1.7911 0.0 0.0 0.0
H 1.7442 -2.7505 -0.4628 0.0 0.0 0.0



128
Properties=species:S:1:pos:R:3:forces:R:3 method="wB97M-V/def2-TZVPD" homo_lumo_gap_ev=8.054 homo_ev=-8.45 fmax_ev_per_a=3.3 energy_ev=-68691.1659
O 0.7409 -0.4796 2.8751 -0.8 -0.8 -0.4
H 0.3421 -0.9651 2.1038 -0.1 0.2 0.3
H 1.5858 0.0086 2.5507 1.4 0.6 0.6
H 0.8965 -1.1370 3.5739 0.3 0.3 0.0
B -0.6257 -0.6263 0.2670 -1.7 0.6 -2.4
F -1.2036 -1.0382 -0.9479 0.2 0.3 0.0
F -1.3303 -1.2668 1.3019 1.0 -0.4 0.8
F 0.7245 -0.9636 0.1817 0.3 0.0 1.2
F -0.8550 0.7498 0.4144 0.6 -0.2 0.0
C 2.6523 1.7369 0.3289 0.3 0.7 1.0
C 3.5738 0.7507 1.0765 -0.9 1.4 -0.7
C 5.0254 1.1715 0.9065 0.6 -1.0 -0.7
O 5.9405 0.4432 1.6953 0.5 -0.2 0.7
C 6.0791 -0.9226 1.3246 -1.2 0.4 -0.1
N 3.1448 0.7115 2.4964 0.1 -1.1 -0.5
H 2.7904 1.7982 -0.7480 0.0 -0.3 0.0
H 2.8488 2.7414 0.7247 0.2 0.1 -0.1
H 1.6085 1.5910 0.6089 0.0 -0.4 -0.4
H 3.4184 -0.2068 0.5764 0.1 -0.3 0.6
H 5.2429 2.2207 1.1065 -0.4 0.0 0.1
H 5.2785 0.9279 -0.1371 -0.1 0.5 -0.1
H 5.1651 -1.4513 1.6172 0.1 -0.3 0.0
H 6.9145 -1.4020 1.8238 0.2 0.5 0.1
H 6.1477 -1.0242 0.2379 0.2 0.1 0.0
H 3.2269 1.6309 2.9217 -0.2 0.1 -0.2
H 3.8668 0.1505 2.9503 -0.2 0.0 0.3
C -3.3383 0.6220 5.5559 -1.4 1.1 0.0
C -3.7404 1.0837 4.1492 -0.3 -0.5 -0.3
C -4.2048 2.5394 4.0788 -0.2 0.0 0.5
O -5.0760 2.8635 5.1436 0.3 0.8 0.4
C -6.3304 2.2662 5.2474 -0.8 -0.8 -0.4
N -2.6118 0.9006 3.2302 -0.6 0.2 0.0
H -4.2388 0.5784 6.1767 0.0 0.1 0.0
H -2.7595 1.4523 5.9632 0.6 -0.5 0.3
H -2.9204 -0.3778 5.6412 0.5 0.2 -0.4
H -4.6288 0.5404 3.7977 0.2 -0.4 0.1
H -4.6911 2.7541 3.1198 0.1 -0.2 -0.2
H -3.3710 3.2390 4.1774 0.1 -0.1 0.1
H -6.5197 2.0360 6.2965 0.1 -0.1 0.0
H -6.4405 1.3449 4.6628 0.4 -0.1 0.2
H -7.1862 2.8567 4.8960 0.4 0.6 0.0
H -2.5938 -0.0738 2.9510 0.2 0.1 -0.2
H -2.8141 1.4423 2.3906 0.2 -0.3 -0.2
C 0.4606 4.8216 3.1342 -0.1 0.2 0.9
C -0.5281 4.0034 2.3321 -0.2 -2.0 -0.3
C -0.5130 4.3346 0.8341 -1.0 -0.8 0.3
O -1.7917 3.9703 0.3117 -0.7 0.3 0.3
C -2.0027 4.4124 -1.0089 0.5 0.7 0.1
N -0.2572 2.5587 2.5482 1.0 -0.5 0.1
H 0.6745 4.3424 4.0923 -0.1 -0.3 -0.1
H 0.0848 5.8000 3.4457 0.0 0.2 -0.5
H 1.4239 4.9098 2.6284 -0.1 0.1 -0.2
H -1.5608 3.9778 2.6952 -0.1 1.7 -0.1
H 0.1476 3.6911 0.2432 0.9 0.3 0.4
H -0.2679 5.3955 0.7266 -0.2 0.1 -0.4
H -1.9247 5.5080 -1.0214 0.1 0.0 -0.2
H -3.0016 4.1872 -1.3722 -0.1 -0.5 0.3
H -1.2597 3.9896 -1.6921 -0.2 0.0 0.1
H -0.4349 1.9650 1.7438 0.0 0.6 -0.1
H -0.9071 2.1783 3.2331 0.3 0.1 0.0
C -5.2775 -2.4146 -1.3797 -2.3 2.0 0.7
C -4.0925 -1.7768 -0.6540 1.2 -2.1 -2.2
C -3.9833 -0.2736 -0.6313 -1.5 0.0 1.6
O -5.1130 0.1311 0.1555 -0.6 0.4 0.6
C -5.3916 1.5165 0.1292 0.1 -0.4 -0.9
N -3.8837 -2.4684 0.6064 0.2 0.1 -0.1
H -5.2943 -2.3081 -2.4645 0.5 -0.2 0.0
H -6.1333 -1.7911 -1.0687 -0.3 -0.4 -0.1
H -5.5400 -3.4266 -1.0848 0.6 -0.1 0.0
H -3.3579 -2.1149 -1.4023 1.0 0.3 0.8
H -4.0214 0.1911 -1.6223 0.3 -0.1 0.0
H -3.1327 0.0174 -0.0077 0.3 0.1 -0.8
H -5.8808 1.7008 -0.8350 0.1 0.6 0.0
H -4.4739 2.1032 0.2112 0.1 0.2 0.0
H -6.0832 1.8227 0.9120 0.0 -0.4 0.2
H -4.7318 -2.5277 1.1538 0.0 0.2 0.0
H -3.1493 -2.0177 1.1374 -0.2 -0.1 0.1
C -2.1383 -5.0297 -2.5868 0.3 -0.7 -0.3
C -0.8751 -4.3750 -2.0135 -0.4 0.4 -0.8
C -0.4183 -3.2264 -2.9178 -1.2 1.1 -0.3
O 0.1745 -3.7036 -4.1019 0.8 -0.2 0.2
C 0.9194 -2.7026 -4.7748 -0.5 -0.5 0.3
N -1.1145 -3.9210 -0.6592 -0.3 0.1 0.6
H -2.5332 -5.8793 -2.0235 0.4 0.1 0.5
H -1.8501 -5.4779 -3.5411 -0.3 0.3 -0.2
H -2.9802 -4.3438 -2.6926 0.2 0.3 -0.2
H -0.0723 -5.1163 -2.1051 0.1 0.0 0.5
H 0.1394 -2.4654 -2.3502 1.0 -0.6 -0.1
H -1.2403 -2.5556 -3.2314 -0.5 -0.4 0.2
H 1.6270 -2.2632 -4.0669 0.1 0.2 -0.2
H 0.2419 -1.9419 -5.1768 0.1 0.2 0.0
H 1.4370 -3.1837 -5.6018 0.1 0.0 0.0
H -0.7535 -2.9901 -0.4611 0.3 -0.5 -0.4
H -2.1140 -3.7794 -0.5440 0.0 -0.2 0.3
C 7.1893 -3.4817 -0.3500 0.3 0.3 0.6
C 6.1850 -4.6213 -0.5240 0.2 0.2 -1.5
C 5.0291 -4.1371 -1.4123 -0.9 -0.8 0.1
O 4.0426 -3.4672 -0.6434 0.6 0.3 -0.1
C 3.0563 -2.8543 -1.4274 -0.5 1.2 -0.2
N 6.8552 -5.7369 -1.2033 -0.2 -0.3 0.3
H 7.0533 -2.9802 0.6093 0.0 -0.1 -0.3
H 7.1142 -2.7474 -1.1547 -0.3 0.1 0.1
H 8.2437 -3.7642 -0.3822 -0.2 -0.6 0.2
H 5.7442 -5.0058 0.3957 0.3 0.2 0.2
H 4.5249 -4.9867 -1.8965 0.1 -0.3 0.2
H 5.4046 -3.5578 -2.2655 0.0 0.5 0.2
H 3.4465 -2.4690 -2.3770 0.2 -0.3 -0.1
H 2.7003 -1.9593 -0.9061 0.0 -0.2 0.2
H 2.1513 -3.4330 -1.6395 0.3 -0.5 0.1
H 7.3214 -5.4270 -2.0489 0.0 0.1 0.0
H 6.1243 -6.3843 -1.4817 0.3 -0.2 -0.1
C 0.9717 0.7462 -2.9191 1.6 0.5 -1.1
C -0.0107 1.8858 -2.7606 -0.6 -0.3 -1.2
C 0.3069 3.1194 -3.6091 1.1 -0.4 0.1
O 1.7058 3.3991 -3.5101 -0.4 0.7 0.4
C 2.0802 4.6858 -4.0200 -0.7 -1.4 -0.5
N -1.3608 1.4373 -3.2298 0.2 0.1 1.4
H 2.0004 1.1256 -2.9702 0.0 0.0 0.8
H 0.9447 0.3563 -3.9449 -0.7 -0.2 0.1
H 0.8978 -0.0731 -2.2100 -0.2 0.1 0.1
H -0.0537 2.2171 -1.7228 -0.2 -0.2 0.1
H -0.2868 3.9522 -3.2257 0.1 0.1 -0.3
H 0.0517 2.9459 -4.6577 -0.2 -0.1 -0.1
H 1.3105 5.4351 -3.8266 0.2 0.2 0.5
H 2.1082 4.5996 -5.1102 0.4 0.2 -0.1
H 3.0563 4.8822 -3.5932 0.0 0.4 -0.1
H -1.6697 0.8315 -2.4684 -0.4 0.0 -0.2
H -1.2243 0.7958 -4.0040 0.1 0.1 -0.1